Entry 1:
{
  "formula": "C34H51BClNO20S",
  "method": "ωB97M-V with the def2-TZVPD basis set",
  "max_force_ha_per_bohr": 0.1212,
  "smiles": "CCCC[C@@H]1C[C@@](Cl)(CB(O)O)[C@@H](c2ccccn2)OS1(=O)=O.C[C@@H]1COC(=O)O1.C[C@@H]1COC(=O)O1.C[C@@H]1COC(=O)O1.C[C@@H]1COC(=O)O1.C[C@@H]1COC(=O)O1",
  "total_charge": 0,
  "homo_lumo_gap_ev": 9.01,
  "species": ["H", "O", "C", "H", "O", "C", "H", "H", "H", "H", "O", "C", "O", "H", "H", "H", "C", "H", "C", "O", "H", "C", "H", "H", "C", "H", "H", "H", "Cl", "C", "H", "H", "O", "O", "H", "H", "H", "H", "O", "C", "O", "N", "H", "C", "C", "H", "H", "C", "H", "C", "H", "H", "O", "O", "C", "C", "O", "H", "C", "O", "C", "H", "C", "H", "C", "H", "O", "H", "O", "H", "H", "C", "O", "H", "H", "C", "O", "H", "C", "C", "H", "B", "H", "C", "C", "H", "H", "C", "O", "H", "C", "O", "C", "H", "H", "O", "H", "C", "C", "C", "C", "C", "H", "C", "H", "H", "S", "H", "H"],
  "xyz": [[-2.668, 2.021, -2.190], [4.642, 2.762, -3.666], [0.299, 2.244, -2.033], [-6.174, -5.059, 4.457], [-2.915, 4.708, -2.222], [2.680, 1.374, -1.301], [-9.443, -5.209, 3.248], [-4.014, -0.862, 2.352], [-4.183, -2.379, 7.397], [-3.455, -5.500, 9.264], [1.277, -0.755, -4.236], [4.678, 2.674, 2.485], [4.968, 3.065, 1.391], [2.864, 4.656, -7.526], [5.253, 0.760, 0.316], [4.273, 2.355, 6.770], [2.219, 5.136, -6.785], [2.936, -1.475, 0.228], [4.004, 0.514, -1.582], [-5.170, -4.905, 7.182], [2.063, 6.178, -7.074], [-8.587, -5.615, 2.701], [3.111, -0.014, 1.323], [3.012, 2.927, 4.643], [2.818, 5.036, -5.399], [3.555, 0.583, 4.535], [-3.385, -0.622, -2.855], [-3.591, -2.592, 9.057], [-0.316, 1.852, 0.746], [-4.512, -5.224, 9.338], [-4.739, -4.960, 10.372], [-8.922, -5.775, 1.673], [4.282, 1.401, 2.769], [-1.033, 4.765, -0.537], [4.404, -3.107, -7.284], [0.804, 3.132, -1.496], [4.768, 1.239, -2.054], [5.494, -0.836, -0.601], [-0.722, -0.481, -2.571], [-3.507, -0.697, -1.729], [4.770, 4.953, -4.228], [-2.556, -0.490, 0.757], [-0.224, -0.588, -0.536], [6.524, -0.141, -7.022], [-0.963, -0.015, -1.218], [4.100, -0.448, -5.786], [-5.855, -3.671, 8.669], [-5.517, -6.162, 7.581], [2.218, 1.214, -0.263], [-5.121, -1.123, 0.359], [4.087, 6.751, -5.017], [4.272, -1.406, 1.565], [1.656, -1.557, -1.979], [-5.296, -6.333, 8.914], [4.323, 1.274, 4.184], [-3.845, -3.114, 8.132], [-5.956, -7.005, 6.852], [-8.316, -6.579, 3.135], [-3.864, -0.833, 1.210], [-7.809, -3.363, 2.263], [4.080, 2.683, 4.641], [-7.732, -4.300, 4.860], [4.692, 2.994, 5.989], [4.610, -1.070, -8.754], [-7.056, -2.456, 2.946], [1.259, 4.615, -6.823], [3.119, 3.682, -5.071], [2.113, 5.419, -4.652], [4.706, 3.443, 3.611], [5.307, 0.887, 4.469], [-0.146, 2.553, -3.053], [-6.930, -4.350, 4.116], [5.629, 0.465, -7.854], [1.974, 1.658, -3.390], [5.777, 2.861, 5.967], [4.490, -0.385, -7.908], [-6.375, -3.048, 3.965], [2.840, -2.384, -6.842], [-0.786, 1.597, -1.044], [-4.919, -4.154, 8.368], [-2.940, -3.571, 7.724], [-1.994, 4.020, -1.304], [4.779, 5.592, -6.177], [1.531, 1.240, -2.410], [4.218, 3.709, -4.263], [4.511, 4.038, 6.257], [-3.568, 5.123, -1.602], [4.538, -1.069, -6.575], [7.672, 0.182, -6.912], [-5.837, -1.248, -1.864], [-7.420, -4.653, 2.732], [-7.002, -1.285, 2.685], [3.711, -0.820, 0.750], [3.008, 2.484, -1.317], [-6.126, -1.363, 0.851], [5.941, -1.164, -6.335], [-2.890, 2.233, -0.298], [4.708, -0.065, -0.254], [3.899, -2.441, -6.579], [-2.199, 2.392, -1.212], [-2.426, -0.438, -0.659], [4.162, 5.694, -5.279], [-6.611, -5.018, 2.089], [-4.937, -1.063, -1.198], [3.577, 0.196, -8.047], [3.871, -0.322, -2.361], [0.971, -0.482, -2.770], [3.989, -2.905, -5.593], [-1.483, 5.616, -0.296]],
  "lowdin_charge": [0.126, 0.153, -0.136, 0.137, 0.050, -0.171, 0.092, 0.108, 0.089, 0.143, -0.352, -0.526, 0.158, 0.093, 0.088, 0.090, -0.021, 0.065, -0.191, 0.074, 0.092, -0.019, 0.054, 0.161, -0.346, 0.145, 0.104, 0.092, 0.655, -0.109, 0.143, 0.087, 0.028, 0.079, 0.089, 0.128, 0.095, 0.110, -0.223, 0.007, 0.076, 0.061, 0.143, -0.537, -0.303, 0.158, 0.162, -0.537, 0.084, -0.024, 0.143, 0.076, -0.311, 0.069, -0.104, -0.020, 0.152, 0.095, -0.098, 0.088, -0.346, 0.145, -0.024, 0.139, -0.539, 0.087, 0.077, 0.161, 0.089, 0.144, 0.147, -0.107, 0.058, 0.135, 0.092, -0.113, 0.067, 0.091, -0.614, -0.345, 0.093, -0.515, 0.144, -0.289, -0.518, 0.087, 0.106, -0.342, 0.153, 0.087, -0.338, 0.119, -0.131, 0.131, 0.068, 0.089, 0.128, -0.226, -0.019, -0.089, -0.194, -0.107, 0.164, -0.019, 0.140, 0.111, 0.804, 0.090, 0.117]
}

---

Entry 2:
{
  "formula": "C3H12N2S",
  "method": "ωB97M-V with the def2-TZVPD basis set",
  "max_force_ha_per_bohr": 0.0698,
  "spin_multiplicity": 2,
  "total_charge": -1,
  "homo_lumo_gap_ev": [2.46, 8.54],
  "species": ["H", "H", "C", "H", "S", "H", "H", "N", "N", "C", "H", "H", "H", "H", "H", "H", "H", "C"],
  "xyz": [[-0.845, 1.453, -0.739], [2.025, -0.881, 1.746], [-1.441, 0.710, -0.142], [2.364, -2.560, 0.098], [-3.158, 0.958, 0.115], [2.284, -1.168, -0.838], [2.328, 0.949, 0.155], [2.829, -1.680, -0.195], [3.181, 0.540, 0.496], [-1.352, -0.541, -1.091], [-2.096, -0.265, -1.792], [-3.309, 1.123, -1.266], [3.774, -1.239, 1.645], [-0.378, -0.280, -1.499], [3.779, 0.321, -0.369], [-0.813, 0.379, 0.794], [-1.628, -1.391, -0.541], [2.956, -0.799, 1.009]],
  "lowdin_spin": [0.066, 0.037, 0.141, 0.020, 0.214, 0.026, 0.053, 0.033, 0.051, 0.114, 0.010, 0.023, 0.003, 0.042, 0.010, 0.047, 0.021, 0.089]
}

---

Entry 3:
{
  "formula": "C11H26O3Si",
  "method": "ωB97M-V with the def2-TZVPD basis set",
  "max_force_ha_per_bohr": 0.1025,
  "total_charge": 0,
  "homo_lumo_gap_ev": 10.84,
  "species": ["H", "H", "H", "H", "C", "H", "H", "O", "H", "H", "H", "H", "H", "C", "H", "C", "C", "H", "H", "C", "C", "H", "C", "C", "H", "H", "Si", "H", "H", "C", "H", "H", "H", "C", "H", "O", "H", "C", "H", "O", "H"],
  "xyz": [[1.168, 3.067, -1.195], [-0.992, -2.705, -2.975], [0.958, 0.890, 2.322], [3.144, -2.372, 2.730], [2.415, -1.567, 2.925], [-2.561, -1.148, 1.575], [2.229, 2.592, 0.169], [-1.387, 1.092, 0.009], [1.251, 0.480, -3.280], [3.843, 0.543, 2.173], [-3.842, -0.120, 2.001], [-2.183, 0.490, 2.237], [-2.600, -0.265, -0.713], [0.975, -0.509, -2.877], [3.004, 0.693, 0.468], [3.424, 0.031, 1.273], [2.138, -0.841, 1.692], [0.307, 2.647, 0.285], [1.396, -1.293, -3.413], [-0.382, -0.717, -2.252], [-2.620, 0.505, 0.079], [-3.946, 1.582, -1.345], [-3.717, 1.466, -0.331], [-2.823, -0.062, 1.563], [-1.476, -1.333, -4.022], [1.588, -0.487, -1.990], [0.045, 0.178, 0.028], [4.185, -0.632, 0.824], [-2.422, -1.742, -2.654], [1.258, 2.448, -0.306], [-4.686, 1.099, -0.012], [1.491, -1.855, 3.428], [1.833, -1.556, 0.852], [0.806, -0.065, 1.713], [-3.437, 2.475, 0.008], [1.165, 1.117, -0.772], [0.019, -0.600, 2.227], [-1.457, -1.682, -3.061], [2.957, -1.020, 3.631], [-0.199, -1.110, -0.972], [-0.871, 0.288, -2.043]],
  "lowdin_charge": [0.087, 0.095, 0.128, 0.097, -0.113, 0.083, 0.081, -0.157, 0.100, 0.086, 0.076, 0.064, 0.119, -0.035, 0.051, -0.038, -0.474, 0.098, 0.059, -0.467, -0.480, 0.050, -0.041, -0.023, 0.032, 0.058, 0.370, 0.076, 0.037, -0.115, 0.078, 0.085, 0.137, -0.172, 0.097, -0.264, 0.059, 0.017, 0.053, -0.125, 0.129]
}

---

Entry 4:
{
  "formula": "C3H5N2",
  "method": "ωB97M-V with the def2-TZVPD basis set",
  "max_force_ha_per_bohr": 0.1004,
  "total_charge": 1,
  "homo_lumo_gap_ev": 9.87,
  "species": ["N", "H", "C", "C", "H", "N", "H", "H", "C", "H"],
  "xyz": [[0.293, -0.964, -0.746], [-1.799, -0.017, 1.509], [-0.223, -0.363, 0.222], [-0.827, 0.357, 1.037], [-0.590, 1.306, 1.234], [-0.402, -0.494, -2.950], [2.470, 0.826, 2.738], [-0.593, -0.745, -3.974], [-0.043, -0.836, -1.924], [1.714, 0.929, 2.854]],
  "lowdin_charge": [0.209, 0.164, -0.011, 0.122, 0.059, 0.364, 0.028, 0.209, -0.145, 0.002]
}

---

Entry 5:
{
  "formula": "C21H49N7O11SY",
  "method": "ωB97M-V with the def2-TZVPD basis set",
  "max_force_ha_per_bohr": 0.0348,
  "total_charge": 1,
  "homo_lumo_gap_ev": 7.49,
  "species": ["C", "H", "H", "H", "H", "H", "N", "H", "H", "H", "H", "C", "H", "C", "O", "N", "C", "C", "H", "N", "C", "H", "H", "H", "C", "H", "H", "C", "O", "H", "H", "C", "C", "H", "H", "H", "N", "N", "H", "C", "N", "H", "H", "C", "Y", "H", "C", "C", "H", "H", "H", "H", "H", "C", "C", "H", "O", "C", "H", "H", "O", "C", "H", "H", "H", "H", "H", "H", "O", "O", "H", "H", "C", "C", "H", "H", "O", "H", "H", "O", "O", "S", "H", "C", "N", "O", "H", "O", "H", "H"],
  "xyz": [[1.879, 4.094, -3.970], [-1.908, -3.822, -0.052], [3.049, -2.126, 5.158], [-3.861, -2.072, -2.564], [1.954, 5.024, 2.484], [3.400, 1.875, 1.606], [1.720, -1.526, 3.652], [3.931, -1.802, 0.497], [-4.258, 0.329, 3.589], [6.117, -0.851, -2.889], [-0.461, 3.326, -4.843], [-3.257, -1.424, -3.197], [-2.545, -1.540, 2.706], [-4.649, 0.618, -3.458], [-1.615, 0.315, -1.591], [1.058, 3.002, -3.463], [1.371, 2.325, -2.349], [4.855, -1.285, 0.259], [0.937, 4.526, 0.106], [-3.445, -0.012, -2.957], [0.038, 2.484, -4.362], [-4.796, -4.439, -0.538], [2.209, 3.861, -4.986], [-5.016, -1.391, -0.205], [-4.409, -1.663, 0.664], [-5.048, -1.721, 1.546], [0.158, 2.903, 0.309], [-2.360, -2.843, 0.161], [1.796, 1.162, 0.549], [0.050, 4.215, 1.521], [-0.665, 1.842, -3.847], [2.393, 2.012, 1.175], [1.501, -0.139, 3.979], [2.250, -3.452, 4.336], [-3.356, -1.657, -4.254], [-5.274, -3.994, 1.091], [-2.323, 0.539, 2.818], [-3.677, -2.878, 0.433], [-3.280, 1.415, 4.492], [-2.667, 0.671, -2.118], [4.886, -1.071, -1.176], [-3.001, 1.712, -1.977], [3.848, -1.089, -2.962], [-1.712, 1.190, 1.844], [0.398, -0.608, -0.616], [2.051, 3.609, 3.484], [0.695, 3.707, 0.797], [2.110, -2.435, 4.692], [-4.596, 0.829, -4.524], [-3.815, -4.933, 0.845], [1.846, -3.008, 2.266], [-3.699, -0.851, 0.821], [6.737, -0.111, -1.416], [6.182, -0.967, -1.807], [1.558, -1.954, 2.397], [-0.899, -0.992, 2.962], [1.238, -1.257, 1.452], [2.417, 4.042, 2.548], [-4.825, 1.545, -2.906], [-5.547, 0.030, -3.251], [2.653, -0.935, -1.351], [-4.412, -4.121, 0.434], [2.367, 0.434, 4.320], [6.768, -1.877, -1.649], [2.112, 2.863, -1.732], [-3.940, 1.919, 2.916], [1.097, 0.325, 3.079], [1.357, -2.457, 5.485], [-0.808, 0.756, 1.141], [-1.683, -1.827, 0.090], [0.520, 1.927, -5.171], [0.776, -0.085, 4.799], [-1.938, -0.793, 3.215], [3.756, -1.001, -1.876], [2.806, 4.179, -3.405], [3.494, 4.183, 2.566], [-0.593, -4.001, -2.477], [-2.086, 2.209, 1.654], [5.065, -0.349, 0.782], [1.642, -3.379, -3.033], [0.746, -2.851, -0.755], [0.475, -3.042, -2.230], [5.675, -1.963, 0.515], [-3.489, 1.097, 3.464], [1.924, 3.246, 1.438], [0.058, -1.610, -2.530], [-1.968, -0.841, 4.304], [0.837, 1.301, -1.998], [-2.214, -1.637, -2.980], [1.336, 5.038, -3.973]],
  "lowdin_charge": [-0.040, 0.156, 0.098, 0.092, 0.089, 0.151, -0.170, 0.087, 0.094, 0.092, 0.095, -0.007, 0.085, -0.048, -0.090, -0.167, -0.295, -0.015, 0.098, -0.158, -0.011, 0.096, 0.097, 0.095, -0.048, 0.092, 0.068, -0.268, -0.066, 0.091, 0.078, -0.299, -0.031, 0.095, 0.106, 0.089, -0.162, -0.172, 0.096, -0.287, -0.172, 0.144, 0.162, -0.294, 1.550, 0.092, -0.036, -0.042, 0.095, 0.097, 0.164, 0.071, 0.092, -0.048, -0.265, 0.068, -0.092, -0.041, 0.083, 0.094, -0.081, -0.038, 0.099, 0.095, 0.145, 0.092, 0.070, 0.096, -0.073, -0.068, 0.107, 0.097, -0.013, -0.254, 0.088, 0.093, -0.343, 0.151, 0.091, -0.337, -0.462, 0.298, 0.095, -0.043, -0.166, -0.478, 0.104, -0.057, 0.068, 0.092]
}

---

Entry 6:
{
  "formula": "C2H9N3",
  "method": "ωB97M-V with the def2-TZVPD basis set",
  "max_force_ha_per_bohr": 0.0271,
  "smiles": "[H]/N=N\\[H].CCN",
  "total_charge": 0,
  "homo_lumo_gap_ev": 9.87,
  "species": ["C", "H", "N", "H", "H", "N", "H", "H", "H", "N", "H", "H", "H", "C"],
  "xyz": [[2.495, 0.843, -0.056], [2.289, -1.183, -0.888], [-2.154, -0.048, -0.154], [0.271, -0.154, 0.910], [-3.566, 0.969, 0.571], [-3.366, 0.124, -0.044], [2.239, 1.373, 0.886], [-1.572, 0.600, 0.440], [2.393, -1.111, 0.880], [0.553, -0.653, 0.088], [2.083, 1.416, -0.887], [0.082, -0.179, -0.677], [3.594, 0.875, -0.161], [1.998, -0.604, 0.005]],
  "lowdin_charge": [-0.123, 0.108, -0.049, 0.032, 0.063, -0.024, 0.072, 0.049, 0.099, -0.046, 0.062, 0.036, 0.066, -0.344]
}